Entry 1:
# C4H12N2O4P2

The ion C4H12N2O4P2 with charge -2 (ωB97M-V/def2-TZVPD, the Open Molecules 2025 dataset).

Bonds (Å) are listed after each position.
Element x y z (Å)
1 P -0.7894 -1.7190 0.1417  O5 1.462, O6 1.479, N8 1.708, C9 2.250
2 P -1.7840 1.5588 -0.1631  O3 1.533, O4 1.492, N7 1.733, C9 1.815
3 O -1.2078 2.9670 -0.3477  P2 1.533
4 O -3.0751 1.2232 -0.8314  P2 1.492
5 O -0.3642 -2.7266 -0.8287  P1 1.462
6 O -0.3088 -1.8603 1.5334  P1 1.479
7 N -2.0418 1.1956 1.5121  P2 1.733, H20 1.009, H24 0.998
8 N -2.4944 -1.6845 0.0443  P1 1.708, H13 1.095, H17 1.094
9 C -0.4964 0.3708 -0.6389  P1 2.250, P2 1.815, C12 1.493, H16 1.081
10 C 3.1315 -0.2888 0.2170  C11 1.520, H14 1.092, H18 1.067, H23 1.043
11 C 2.0726 0.0990 -0.8014  C10 1.520, C12 1.563, H21 1.149, H22 1.034
12 C 0.8419 0.7745 -0.1147  C9 1.493, C11 1.563, H15 1.073, H19 1.110
13 H -2.9679 -2.2690 -0.7516  N8 1.095
14 H 3.3187 0.6092 0.8101  C10 1.092
15 H 0.8942 1.8156 -0.3697  C12 1.073
16 H -0.4877 0.0721 -1.6782  C9 1.081
17 H -2.9559 -0.6979 0.1474  N8 1.094
18 H 2.7039 -1.1119 0.7450  C10 1.067
19 H 0.8910 0.5160 0.9640  C12 1.110
20 H -1.1354 1.2629 1.9512  N7 1.009
21 H 2.5604 0.8916 -1.4755  C11 1.149
22 H 2.0062 -0.6960 -1.4589  C11 1.034
23 H 4.0287 -0.5539 -0.2445  C10 1.043
24 H -2.3402 0.2517 1.6381  N7 0.998

Its calculated total energy is -1252.95220 a.u. The value obtained for the frontier orbital gap is 6.8 eV. For the LUMO energy, the calculation gives 6.060 eV. Its SMILES is CCCC([P@@](N)(=O)[O-])[P@@](N)(=O)[O-]. As for the charge: -2. The highest occupied orbital energy is -0.79 eV.

Atom charges from the natural (NBO) analysis, given in e for atoms 1 to 4:
1 P 2.27
2 P 2.28
3 O -1.20
4 O -1.21

Entry 2:
# C4H12N2OS

An isolated molecule of C4H12N2OS (ωB97M-V/def2-TZVPD, the Open Molecules 2025 dataset).

Bonds (Å) are listed after each position.
Element x y z (Å)
1 S -1.4888 -0.8789 1.1736  O2 1.454, N3 1.712, H12 1.489
2 O -1.5346 -0.5797 2.5958  S1 1.454
3 N -0.1948 -0.0612 0.4058  S1 1.712, C5 1.418, C7 1.453
4 N 0.7613 -2.1252 -0.8643  C7 1.528, H11 1.050, H18 0.998
5 C 0.5106 0.8481 1.2342  N3 1.418, C6 1.519, H16 1.041, H17 1.076
6 C 1.1125 2.0975 0.6139  C5 1.519, H9 1.151, H13 1.146, H19 1.112
7 C 0.3003 -0.6689 -0.8180  N3 1.453, N4 1.528, C8 1.574, H14 1.027
8 C -0.9090 -0.6022 -1.8226  C7 1.574, H10 1.068, H15 1.066, H20 1.108
9 H 1.9541 1.9069 -0.1475  C6 1.151
10 H -1.6005 -1.3044 -1.4111  C8 1.068
11 H 1.4867 -2.3104 -0.1284  N4 1.050
12 H -2.5987 -0.0976 0.5622  S1 1.489
13 H 1.4877 2.9098 1.3294  C6 1.146
14 H 1.1181 -0.1743 -1.1937  C7 1.027
15 H -1.2506 0.4039 -1.7352  C8 1.066
16 H 1.1879 0.2694 1.7734  C5 1.041
17 H -0.2088 1.1963 1.9553  C5 1.076
18 H -0.0340 -2.7115 -0.7203  N4 0.998
19 H 0.4704 2.7918 0.0284  C6 1.112
20 H -0.5698 -0.9094 -2.8311  C8 1.108

Its calculated total energy is -742.44715 a.u. The value obtained for the frontier orbital gap is 9.3 eV. For the LUMO energy, the calculation gives 0.689 eV. As for the charge: 0. The highest occupied orbital energy is -8.63 eV.

Atom charges from the natural (NBO) analysis, given in e for atoms 1 to 4:
1 S 1.26
2 O -0.95
3 N -0.67
4 N -0.85

Entry 3:
# C4H12N2S

The ion C4H12N2S with charge -1 (ωB97M-V/def2-TZVPD, the Open Molecules 2025 dataset).

Bonds (Å) are listed after each position.
Element x y z (Å)
1 S -0.1626 -1.5970 -1.9178  C4 1.855, H19 1.474
2 N -0.5301 0.5454 -0.1752  C5 1.518, C7 1.417, H15 0.914
3 N -2.8306 0.0740 0.1318  C7 1.396, H10 1.056, H11 0.986
4 C 1.3123 -0.8866 -1.0451  S1 1.855, C5 1.596, H13 1.055, H17 1.107
5 C 0.7991 -0.0686 0.2258  N2 1.518, C4 1.596, C6 1.566, H8 1.141
6 C 1.8703 0.8914 0.8454  C5 1.566, H12 1.103, H14 1.104, H16 1.071
7 C -1.6433 0.5361 0.7023  N2 1.417, N3 1.396, H9 1.093, H18 1.120
8 H 0.6642 -0.8041 1.0876  C5 1.141
9 H -1.6047 -0.1197 1.5762  C7 1.093
10 H -3.5162 0.6161 -0.4614  N3 1.056
11 H -2.6968 -0.7423 -0.4040  N3 0.986
12 H 1.4529 1.1276 1.8385  C6 1.103
13 H 1.9805 -1.5720 -0.6008  C4 1.055
14 H 1.8438 1.9023 0.4037  C6 1.104
15 H -0.4394 1.3889 -0.5146  N2 0.914
16 H 2.8595 0.4838 0.8025  C6 1.071
17 H 1.9447 -0.3284 -1.7617  C4 1.107
18 H -1.6992 1.5129 1.2483  C7 1.120
19 H 0.3955 -2.9599 -1.9814  S1 1.474

Its calculated total energy is -667.18538 a.u. The value obtained for the frontier orbital gap (alpha / beta) is 2.1 / 8.0 eV. For the LUMO energy (alpha / beta), the calculation gives 3.208 / 3.198 eV. As for the spin multiplicity: 2. As for the charge: -1. The highest occupied orbital energy (alpha / beta) is 1.06 / -4.81 eV.

Atom charges from the natural (NBO) analysis, given in e for atoms 1 to 4:
1 S -0.62
2 N -0.64
3 N -0.88
4 C -0.63

Entry 4:
# C4H12N2S

An isolated molecule of C4H12N2S (ωB97M-V/def2-TZVPD, the Open Molecules 2025 dataset).

Bonds (Å) are listed after each position.
Element x y z (Å)
1 S -1.0152 1.8910 -1.8677  C7 1.840, H8 1.336
2 N 0.0543 -0.0681 1.6389  C4 1.447, C6 1.456, H19 1.004
3 N -1.0024 -1.3111 -1.7749  C5 1.450, H13 1.007, H18 1.012
4 C -0.4439 0.0402 0.2851  N2 1.447, C5 1.560, C7 1.519, H11 1.102
5 C -0.3119 -1.3014 -0.4995  N3 1.450, C4 1.560, H9 1.103, H15 1.104
6 C 1.4667 0.2536 1.7836  N2 1.456, H10 1.093, H16 1.089, H17 1.093
7 C 0.0327 1.2522 -0.4967  S1 1.840, C4 1.519, H12 1.098, H14 1.103
8 H -2.1644 2.1066 -1.2216  S1 1.336
9 H -0.8667 -2.1341 -0.0353  C5 1.103
10 H 2.1686 -0.1788 1.0653  C6 1.093
11 H -1.5067 0.3229 0.3483  C4 1.102
12 H 0.9969 1.1643 -1.0153  C7 1.098
13 H -1.0220 -2.2086 -2.2321  N3 1.007
14 H 0.1944 2.0337 0.2646  C7 1.103
15 H 0.7508 -1.5989 -0.5009  C5 1.104
16 H 1.6669 1.3189 1.8851  C6 1.089
17 H 1.8123 0.0127 2.7924  C6 1.093
18 H -0.6885 -0.6141 -2.4384  N3 1.012
19 H -0.1217 -0.9810 2.0192  N2 1.004

Its calculated total energy is -667.25982 a.u. The value obtained for the frontier orbital gap is 9.6 eV. For the LUMO energy, the calculation gives 0.969 eV. Its SMILES is CN[C@H](CN)CS. As for the charge: 0. The highest occupied orbital energy is -8.66 eV.

Atom charges from the natural (NBO) analysis, given in e for atoms 1 to 4:
1 S -0.04
2 N -0.62
3 N -0.85
4 C -0.08

Entry 5:
# C4H12N2S

A cluster of 2 separate species, C4H12N2S in total (ωB97M-V/def2-TZVPD, the Open Molecules 2025 dataset).

Bonds (Å) are listed after each position.
Element x y z (Å)
1 S -1.6246 -1.5984 -0.6816  C6 1.837, H16 1.553
2 N 3.0583 0.3948 1.7974  C5 1.403, H11 1.012, H13 1.013
3 N 1.1267 -0.5922 -1.2453  C4 1.439, H12 1.012, H14 1.012
4 C 1.6711 0.2238 -0.1929  N3 1.439, C5 1.335, H9 1.083
5 C 2.5189 -0.2921 0.7000  N2 1.403, C4 1.335, H18 1.086
6 C -2.7417 -0.1485 -0.8384  S1 1.837, C7 1.511, H15 1.090, H17 1.093
7 C -2.5192 0.8352 0.2869  C6 1.511, H8 1.094, H10 1.094, H19 1.091
8 H -3.2821 1.6169 0.3484  C7 1.094
9 H 1.2227 1.2000 -0.0553  C4 1.083
10 H -2.5765 0.3292 1.2550  C7 1.094
11 H 2.4744 1.1471 2.1406  N2 1.012
12 H 1.1872 -0.1863 -2.1699  N3 1.012
13 H 3.2203 -0.2360 2.5728  N2 1.013
14 H 1.5130 -1.5271 -1.2273  N3 1.012
15 H -3.7468 -0.5689 -0.8074  C6 1.090
16 H -0.2441 -0.9137 -0.8758  S1 1.553
17 H -2.6034 0.3042 -1.8234  C6 1.093
18 H 2.8870 -1.3055 0.5739  C5 1.086
19 H -1.5411 1.3175 0.2425  C7 1.091

Its calculated total energy is -667.24981 a.u. The value obtained for the frontier orbital gap is 8.5 eV. For the LUMO energy, the calculation gives 0.809 eV. Its SMILES is N/C=C/N.CCS. As for the charge: 0. The highest occupied orbital energy is -7.64 eV.

Atom charges from the natural (NBO) analysis, given in e for atoms 1 to 4:
1 S -0.30
2 N -0.80
3 N -0.79
4 C -0.13

Entry 6:
# C4H12N2S

A cluster of 2 separate species, C4H12N2S in total (ωB97M-V/def2-TZVPD, the Open Molecules 2025 dataset).

Bonds (Å) are listed after each position.
Element x y z (Å)
1 S 0.6879 0.7858 0.5732  N2 1.603, N3 1.748, C4 1.809
2 N 1.0596 2.2188 1.1875  S1 1.603, H15 1.047
3 N 1.1744 -0.4427 1.7173  S1 1.748, H8 0.954, H10 1.010
4 C 2.0819 0.6559 -0.5724  S1 1.809, H9 0.993, H13 1.157, H17 1.123
5 C -1.1040 -0.9242 -1.0552  C6 1.330, C7 1.548, H16 1.099
6 C -1.0368 -1.6452 0.0598  C5 1.330, H12 1.144, H14 1.074
7 C -2.2452 0.0997 -1.2722  C5 1.548, H11 1.125, H18 1.061, H19 1.106
8 H 0.5302 -1.1446 1.7669  N3 0.954
9 H 2.0668 -0.2591 -0.9567  C4 0.993
10 H 1.4234 -0.2801 2.6821  N3 1.010
11 H -3.2409 -0.4100 -1.1555  C7 1.125
12 H -1.9303 -1.5631 0.7702  C6 1.144
13 H 3.0980 0.7842 -0.0344  C4 1.157
14 H -0.3227 -2.3936 0.3488  C6 1.074
15 H 0.3118 2.6032 1.8115  N2 1.047
16 H -0.3080 -1.0512 -1.8018  C5 1.099
17 H 2.0612 1.4258 -1.3902  C4 1.123
18 H -2.1385 0.6488 -2.1743  C7 1.061
19 H -2.1689 0.8916 -0.5046  C7 1.106

Its calculated total energy is -667.16379 a.u. The value obtained for the frontier orbital gap is 8.7 eV. For the LUMO energy, the calculation gives 0.815 eV. As for the charge: 0. The highest occupied orbital energy is -7.91 eV.

Atom charges from the natural (NBO) analysis, given in e for atoms 1 to 4:
1 S 1.20
2 N -1.17
3 N -1.07
4 C -0.77